{
  "formula": "C5H12NO",
  "method": "ωB97M-V with the def2-TZVPD basis set",
  "energy_ha": -327.32034,
  "homo_energy_ha": -0.546,
  "orbital_gap_ev": 10.86,
  "fmax_ha_per_bohr": 0.331,
  "mol_weight_g_mol": 102.2,
  "de_lowest_kcal_mol": 87.4,
  "charge": 1,
  "symbols": ["C", "C", "C", "C", "C", "N", "O", "H", "H", "H", "H", "H", "H", "H", "H", "H", "H", "H", "H"],
  "coordinates": [[-1.5598, -0.4274, 0.2139], [-0.4129, -1.3492, 0.0388], [-1.3825, 1.1404, 0.6365], [0.7939, -0.5072, -0.5007], [0.0464, 1.6850, 0.2815], [2.6569, -0.9977, 0.4502], [0.7023, 0.7503, -0.6277], [-2.2023, -0.4780, -0.6770], [-2.3077, -0.6706, 1.0269], [0.0418, -1.9194, 1.0257], [-0.6577, -2.1730, -0.5861], [-2.1094, 1.6528, 0.0786], [-1.4599, 1.1501, 1.7735], [2.7519, -0.4104, 1.0137], [1.1500, -0.9281, -1.3530], [-0.0878, 2.5635, -0.3092], [0.7992, 1.9551, 1.0072], [2.2713, -1.8870, 0.9144], [3.5904, -1.1858, 0.0569]],
  "atomic_forces_ev_per_a": [[-3.09, 1.97, 1.72], [3.62, 0.09, 4.03], [3.13, -2.59, 1.84], [-2.83, -0.66, 0.19], [-1.51, -0.83, -0.52], [-3.03, -13.39, -10.10], [1.13, 0.94, -0.08], [0.50, 0.22, -0.01], [1.06, -0.73, -0.89], [-1.58, 1.53, -1.88], [0.23, -0.46, -0.97], [-1.00, 0.95, -0.10], [-0.45, 0.45, -1.65], [1.73, 11.80, 11.58], [1.75, -1.05, -2.23], [0.17, 0.51, -0.61], [-0.25, -0.39, 0.81], [1.25, 1.75, -0.83], [-0.83, -0.11, -0.29]]
}

{
  "formula": "C17H13BrN8O4V",
  "method": "ωB97M-V with the def2-TZVPD basis set",
  "energy_ha": -4911.68719,
  "homo_energy_ha": [-0.699, -0.699],
  "orbital_gap_ev": [5.71, 5.73],
  "fmax_ha_per_bohr": 0.011,
  "mol_weight_g_mol": 524.2,
  "de_lowest_kcal_mol": 16.0,
  "charge": 3,
  "symbols": ["V", "N", "C", "N", "C", "N", "C", "C", "N", "C", "C", "N", "H", "H", "H", "H", "H", "Br", "C", "C", "C", "C", "C", "N", "C", "O", "O", "H", "H", "H", "C", "N", "C", "C", "C", "O", "N", "C", "O", "H", "H", "H", "H", "H"],
  "coordinates": [[0.2909, 0.1412, -0.2430], [1.0015, 2.9051, 2.7923], [0.2112, 2.5712, 1.7859], [0.7128, 1.4607, 1.2407], [1.8193, 1.1721, 2.0047], [2.0183, 2.0377, 2.9499], [2.5169, -0.0629, 1.7053], [3.6345, -0.5396, 2.3728], [4.1534, -1.7185, 2.0623], [3.5734, -2.4368, 1.1166], [2.4541, -1.9719, 0.4278], [1.9332, -0.7777, 0.7199], [0.9149, 3.6955, 3.4239], [-0.6749, 3.1080, 1.4868], [4.0985, 0.0408, 3.1619], [3.9954, -3.4065, 0.8822], [1.9944, -2.5685, -0.3434], [2.0466, -1.6425, -3.0469], [0.3926, -2.2357, -2.4079], [-0.1764, -3.3382, -3.0511], [-1.3892, -3.8350, -2.6284], [-2.0341, -3.2088, -1.5579], [-1.4109, -2.1360, -0.9798], [-0.2038, -1.6331, -1.3633], [-2.0809, -1.4292, 0.1319], [-3.0887, -1.5482, 0.6838], [-1.1116, -0.3543, 0.5363], [0.3575, -3.7863, -3.8780], [-1.8360, -4.6918, -3.1169], [-2.9946, -3.5413, -1.1852], [-2.7838, 3.4362, -3.4298], [-1.5271, 2.8276, -2.9370], [-0.3395, 3.1248, -3.4577], [0.8749, 2.5632, -3.0486], [0.7854, 1.6682, -2.0203], [1.6510, 0.9250, -1.3927], [-0.4325, 1.3796, -1.4386], [-1.6645, 1.8921, -1.8858], [-2.7103, 1.5503, -1.4314], [-2.5461, 4.1043, -4.2518], [-3.2583, 3.9892, -2.6228], [-3.4541, 2.6490, -3.7653], [-0.3522, 3.8495, -4.2643], [1.8068, 2.8213, -3.5288]],
  "atomic_forces_ev_per_a": [[-0.25, 0.11, 0.50], [-0.09, 0.06, -0.06], [0.04, 0.04, 0.06], [0.05, -0.18, -0.06], [-0.11, 0.13, -0.02], [0.10, -0.10, 0.04], [0.13, -0.03, 0.07], [-0.15, 0.05, -0.09], [0.20, -0.11, 0.10], [-0.11, 0.12, -0.04], [0.07, -0.09, 0.02], [-0.02, -0.04, -0.03], [0.00, 0.00, 0.00], [0.00, 0.01, 0.01], [0.01, -0.01, 0.00], [0.01, 0.00, 0.01], [-0.02, 0.02, 0.02], [-0.07, -0.01, 0.01], [0.08, 0.03, 0.02], [-0.01, -0.02, -0.01], [0.01, -0.01, 0.01], [0.03, 0.01, -0.02], [-0.14, -0.09, -0.02], [0.05, 0.04, -0.08], [0.17, 0.20, 0.09], [-0.05, -0.06, -0.02], [0.15, 0.06, -0.41], [-0.01, 0.00, 0.00], [0.01, 0.00, -0.01], [0.00, 0.01, 0.01], [-0.15, 0.06, -0.04], [0.15, 0.01, 0.04], [-0.08, 0.00, 0.01], [0.12, -0.03, 0.04], [-0.05, 0.03, -0.09], [0.01, 0.01, -0.12], [0.01, -0.20, 0.15], [-0.17, 0.00, -0.11], [0.04, 0.02, 0.03], [0.02, -0.01, 0.00], [0.03, -0.01, 0.02], [0.02, -0.01, -0.01], [-0.01, 0.00, 0.00], [-0.01, 0.01, 0.00]]
}

{
  "formula": "C4H8AlBrFO3",
  "method": "ωB97M-V with the def2-TZVPD basis set",
  "energy_ha": -3299.39202,
  "homo_energy_ha": -0.151,
  "orbital_gap_ev": 6.60,
  "fmax_ha_per_bohr": 0.091,
  "mol_weight_g_mol": 230.0,
  "de_lowest_kcal_mol": 0.0,
  "charge": -1,
  "symbols": ["F", "Al", "Br", "H", "H", "C", "C", "C", "O", "C", "O", "O", "H", "H", "H", "H", "H", "H"],
  "coordinates": [[-4.9463, 2.0214, -2.3200], [-3.3202, 2.2514, -3.0099], [-1.8293, 2.6185, -1.1687], [-2.8850, 0.9212, -3.7941], [-3.3528, 3.5219, -3.9866], [1.3976, -2.5183, 0.8108], [1.5793, -1.0216, 0.7122], [1.6798, -0.3263, 2.0482], [1.1745, 0.9737, 1.7539], [0.3026, 0.8359, 0.7008], [-0.4523, 1.6665, 0.3252], [0.4254, -0.4032, 0.1406], [2.1839, -2.9713, 1.4172], [0.4259, -2.7628, 1.2425], [1.4232, -2.9696, -0.1816], [2.4399, -0.7878, 0.0772], [2.7044, -0.2688, 2.4139], [1.0493, -0.7809, 2.8185]],
  "atomic_forces_ev_per_a": [[1.05, 0.11, -0.44], [-1.03, 0.12, 0.59], [-2.93, 1.64, -3.28], [0.06, -0.15, 0.05], [-0.01, 0.14, -0.07], [-0.22, -0.13, -0.33], [-0.07, -0.63, 0.08], [0.24, 0.23, 0.12], [-0.01, -0.25, -0.10], [-0.33, 0.32, -0.16], [2.88, -1.88, 3.14], [0.26, 0.20, 0.29], [0.03, 0.06, -0.01], [0.05, 0.10, 0.12], [0.06, -0.01, 0.03], [0.02, 0.09, 0.08], [-0.03, 0.17, 0.00], [-0.02, -0.14, -0.10]]
}